DFT (the ωB97M-V functional and the def2-TZVPD basis) results for a structure of composition C69H57AlN4O4Sb.

LUMO level	-3.510	eV
charge	+1
HOMO-LUMO gap	5.191	eV

Element x y z (Å)
1 C 0.3336 1.9106 2.6601
2 H -5.0638 3.0469 1.4863
3 H 4.3639 2.4547 1.9281
4 H -0.3919 -3.4032 2.5031
5 C -1.9648 2.6747 -4.4532
6 C -6.4141 1.9597 2.7208
7 N 0.8854 1.9384 -3.6385
8 H 1.3755 -1.0065 -4.1782
9 H 5.0323 2.0136 -0.6606
10 H 1.6675 -0.8312 -2.4841
11 H -3.4386 6.5776 -8.7498
12 H 3.0198 -2.0236 4.2320
13 C 0.0688 -5.2525 -2.6124
14 C 1.7287 -1.9345 2.5290
15 H 3.8245 1.1504 -4.8260
16 H -5.7649 -1.0598 4.1338
17 C -4.4491 0.0251 2.8421
18 O 6.5919 -2.3375 -4.5937
19 H 5.4134 -0.4689 -5.8020
20 C -0.2793 1.1554 -3.3405
21 C 7.2123 -3.3536 -3.8255
22 H 7.8511 -3.9016 -4.5114
23 H -0.0534 2.2145 4.8375
24 C 5.4026 -1.5884 -2.6116
25 H 4.2481 -0.7558 -1.0178
26 H -2.6076 -1.2613 -1.2131
27 C -2.6435 4.1909 -6.7084
28 O -2.9073 4.8575 -7.8520
29 H 5.8439 -2.3393 -1.9732
30 H 3.5779 0.4969 3.6011
31 C 5.5671 2.2016 7.6748
32 H -4.9661 -1.8450 -0.9687
33 H -1.3585 -4.9700 0.0551
34 Sb -0.0234 -1.6796 -0.0467
35 C -0.2783 -0.1698 -3.1231
36 C -2.2510 1.8265 -2.1418
37 C 3.9416 -2.9291 2.5278
38 N 1.8121 1.5813 -0.0159
39 H -4.5338 6.0834 -7.4392
40 C -3.0303 4.6174 -5.4415
41 H -1.2569 -0.6204 -2.9922
42 H 2.9270 4.6763 6.1370
43 H -8.0390 -1.3387 4.2001
44 C -4.2498 -2.1966 -0.2381
45 H 0.2605 -4.5773 0.6372
46 C 2.4899 2.3371 3.7090
47 C -1.9327 2.9953 -6.8528
48 O -7.8242 0.7265 4.1074
49 H 0.2835 -1.8715 4.1121
50 C -2.6750 3.8656 -4.3310
51 H -5.0922 1.5111 -0.4847
52 C 5.1408 -0.5230 -4.7571
53 H -1.6915 -3.2155 3.6789
54 H -4.3094 2.1798 -2.9318
55 C 2.6370 -2.9404 0.5203
56 C -0.4455 1.9727 3.8635
57 C 2.8949 1.2210 -2.2828
58 C 2.3551 1.9305 1.2506
59 C -2.9338 1.3082 1.3463
60 C -1.7294 1.6991 3.5412
61 H -2.5876 1.6885 4.1912
62 H 7.8210 -2.9254 -3.0254
63 C 1.8634 1.5752 -3.0004
64 C 4.1636 1.6378 5.3131
65 C -5.6330 -0.1629 3.5464
66 C -0.2954 -5.0385 -0.1779
67 N -0.5257 1.5696 1.6064
68 C 3.4220 1.4128 4.1599
69 H 0.3766 -5.4442 -4.7223
70 C -4.6525 -2.9792 0.8342
71 C -1.5967 2.2610 -5.7418
72 C -3.4898 6.1489 -7.7536
73 C -3.7177 -3.4156 1.7537
74 C -4.0841 1.6190 -0.8454
75 H -9.1202 -0.3483 5.2057
76 H -4.0355 -4.0319 2.5871
77 C 4.4979 -0.6828 -2.0700
78 H -7.1871 2.7155 2.6988
79 C -1.5348 1.9032 -3.2858
80 C 2.3151 3.5169 4.4344
81 H -0.0896 -6.3134 -2.4641
82 C 0.8936 -1.1073 -3.1999
83 H 0.8240 -3.0310 -5.0337
84 N -1.7751 1.4749 -0.8468
85 H -1.0544 1.3311 -5.8666
86 H -1.6611 2.6707 -7.8474
87 C -2.9122 -1.8696 -0.3667
88 C 1.6697 2.0547 2.5025
89 C 3.8073 -3.2614 1.1869
90 C -8.1036 -0.4542 4.8389
91 H -3.5912 5.5300 -5.3076
92 H 6.3937 2.0314 6.9808
93 C -5.2277 2.1288 2.0379
94 C 0.5765 -3.4181 -4.0532
95 Al -0.0492 1.1448 -0.1233
96 H -0.1908 -0.9134 2.7164
97 C 0.0019 -4.4063 -1.5074
98 H 4.6044 -3.7727 0.6638
99 H 4.8797 0.8978 5.6373
100 C 0.6652 -1.2261 3.3199
101 H 4.8484 -3.1793 3.0624
102 H 6.4708 -4.0344 -3.3993
103 C -1.7764 1.4707 2.1184
104 H -2.9323 6.7785 -7.0578
105 C 3.9143 0.3066 -2.8502
106 H -2.9396 4.2327 -3.3477
107 C -6.6284 0.8047 3.4742
108 C 5.7243 -1.5119 -3.9628
109 C -3.6914 1.9575 -2.0780
110 H 5.9509 2.6344 8.5936
111 C 0.2176 -3.0303 -1.6965
112 H 1.6046 4.2563 4.0865
113 H -0.0275 -6.0938 -0.1997
114 C 4.2529 0.3732 -4.2039
115 C 0.3358 -4.7688 -3.8782
116 C 3.7143 2.1538 1.1250
117 C -2.8946 1.4230 -0.0315
118 H 2.5358 -3.2088 -0.5250
119 C 3.9756 2.8183 6.0259
120 C 3.0486 3.7596 5.5767
121 H -5.6945 -3.2438 0.9542
122 C 1.5954 -2.2871 1.1847
123 C 4.0610 1.9306 -0.2025
124 H -1.5339 -4.7121 2.7712
125 O 4.6477 3.1463 7.1531
126 H -7.4218 -0.5639 5.6860
127 C -1.9631 -2.3097 0.5612
128 C -4.2265 1.1542 2.0689
129 H -3.6804 -0.7376 2.8928
130 C 2.9131 -2.2778 3.1834
131 H 5.0736 1.2528 7.8983
132 C 2.9064 1.5912 -0.8663
133 C -1.4364 -3.6275 2.7009
134 H 1.0766 -0.3366 3.7954
135 C 0.5307 -2.5472 -2.9717
136 C -2.3635 -3.0902 1.6463

---

DFT (the ωB97M-V functional and the def2-TZVPD basis) results for a structure of composition C6H9B.

LUMO level	0.739	eV
charge	0
HOMO-LUMO gap	10.052	eV
energy above the lowest of the compared OMol25 structures with the same formula, charge and spin	63.18	kcal/mol

Element x y z (Å)
1 C -0.6618 -0.9422 1.0667
2 H 0.7132 2.5209 1.4479
3 H 1.5875 0.6549 1.0094
4 C -0.0907 0.0625 -1.5996
5 H -0.6102 2.2081 -1.0717
6 H -1.3916 0.6437 1.8953
7 H 0.9806 1.2993 -0.3255
8 C 0.0092 1.2344 -0.9943
9 H -0.7847 0.0305 -2.4393
10 H -1.4433 -1.6348 1.4917
11 B 0.6466 1.2869 1.0911
12 C -0.4777 0.3130 1.3747
13 H 0.3708 -2.7808 0.1256
14 H 0.5985 -1.9457 -2.0250
15 C 0.1291 -1.6957 0.0984
16 C 0.4246 -1.2548 -1.1454

---

DFT (the ωB97M-V functional and the def2-TZVPD basis) results for a cluster of 2 separate species, C20H25BN3O6S in total.

LUMO level	-3.313	eV
charge	+1
HOMO-LUMO gap	8.262	eV

Element x y z (Å)
1 C -2.9114 1.3028 -2.6751
2 H -0.2507 -1.9105 6.4784
3 B -0.1723 3.6136 -1.3838
4 C 1.5371 -4.4730 1.1209
5 H 2.2169 4.8162 -0.8983
6 H 0.8412 5.8782 -0.7638
7 H -3.5762 1.7794 -3.3790
8 C 3.1034 -6.6982 0.5747
9 H 2.8063 -6.2016 -1.4921
10 O 0.3370 0.6824 -2.9126
11 C -2.3060 4.2580 -2.5431
12 S -3.8116 4.6786 -1.6710
13 H 2.2395 4.2104 -3.5779
14 O 2.1149 -5.6245 4.4910
15 N 0.6361 4.3748 -2.2604
16 C -0.0448 -2.1832 5.4525
17 C 0.6659 -3.3377 5.1762
18 C 2.0353 -5.2551 2.1665
19 H -4.5494 3.5438 -1.7968
20 O 0.2901 -2.5785 0.4847
21 H 3.7217 -7.5588 0.3599
22 C 1.7288 -4.9207 3.5855
23 H -0.5839 -1.0997 2.2909
24 N -1.5849 1.9494 -2.6736
25 C 1.5877 3.5322 -3.0456
26 C -0.5891 0.9457 -2.1747
27 N -1.6025 3.1335 -1.8252
28 H 0.1129 0.4795 -0.2652
29 O 0.1716 3.2595 -0.1177
30 H -3.3530 1.2821 -1.6798
31 C 1.4484 5.3289 -1.4678
32 C -0.7758 0.2708 -0.8398
33 H 1.0743 2.9471 -3.7917
34 H 1.9577 5.9978 -2.1431
35 H -2.1466 2.9711 -0.9641
36 H 2.2192 2.9331 -2.3980
37 C 1.8110 -4.8228 -0.1953
38 H -0.8148 -0.7971 -0.9985
39 O -3.4336 4.8308 -0.2993
40 C -0.4905 -1.3727 4.4140
41 C 2.8220 -6.3634 1.8879
42 H -1.6445 0.6479 -0.3156
43 H 1.4153 -4.2228 -1.0019
44 C 2.5913 -5.9325 -0.4670
45 H 1.0179 -3.9695 5.9791
46 H -1.0396 -0.4669 4.6336
47 H -2.7504 0.2723 -2.9528
48 H -1.6765 5.1338 -2.6194
49 H 3.2131 -6.9586 2.7006
50 C 0.7283 -3.2568 1.3967
51 O -4.4365 5.7538 -2.3471
52 C 0.9347 -3.6883 3.8605
53 C -0.2352 -1.7246 3.1008
54 H -2.5679 3.9681 -3.5497
55 C 0.4739 -2.8845 2.8159
56 H -0.5057 3.5263 0.5165

---

DFT (the ωB97M-V functional and the def2-TZVPD basis) results for a cluster of 2 separate species, C2HNS in total.

LUMO level	-1.871	eV
charge	0
HOMO-LUMO gap	7.625	eV
energy above the lowest of the compared OMol25 structures with the same formula, charge and spin	61.63	kcal/mol

Element x y z (Å)
1 H 1.4992 -0.6346 0.1741
2 C -0.3448 0.2997 -0.7772
3 S -0.7025 -0.0116 1.9867
4 C -0.1031 0.0033 0.5477
5 N -0.3488 0.3432 -1.9313

---

DFT (the ωB97M-V functional and the def2-TZVPD basis) results for a structure of composition C4H3FN2O.

LUMO level	-0.556	eV
charge	0
HOMO-LUMO gap	9.066	eV
energy above the lowest of the compared OMol25 structures with the same formula, charge and spin	73.05	kcal/mol

Element x y z (Å)
1 F 0.0564 2.2073 -0.0737
2 H -1.8738 -1.6277 0.1889
3 N 0.8753 -1.3602 -0.0481
4 C 1.9240 -0.5352 -0.0532
5 H -2.3768 1.1673 0.0820
6 C 0.5470 0.9030 -0.1566
7 C -0.0624 -0.3387 -0.2541
8 O -2.4925 0.1288 0.0553
9 N 1.8103 0.8549 0.1022
10 C -1.4180 -0.5960 -0.0921
11 H 3.0105 -0.8036 0.2494

---

DFT (the ωB97M-V functional and the def2-TZVPD basis) results for a structure of composition C5H6N2O.

LUMO level	0.633	eV
charge	0
HOMO-LUMO gap	8.779	eV
energy above the lowest of the compared OMol25 structures with the same formula, charge and spin	89.57	kcal/mol

Element x y z (Å)
1 N -0.8300 1.9705 -0.8241
2 H -0.8354 1.1696 1.9957
3 C 0.7442 -1.4127 0.7604
4 C -0.4976 0.9086 -0.0820
5 N 0.3038 -0.2539 -1.2624
6 O 0.0917 0.2521 -2.3766
7 C -0.4908 0.5527 1.2234
8 H 1.4612 -1.7500 -1.3017
9 H -1.7493 2.1261 -1.1868
10 H 1.2592 -2.3844 1.1690
11 C 0.9105 -1.1995 -0.6404
12 C -0.0024 -0.6862 1.5929
13 H -0.3870 1.7935 -1.7028
14 H 0.0217 -1.0865 2.6354

---

DFT (the ωB97M-V functional and the def2-TZVPD basis) results for a structure of composition C4H2CrLiO2.

LUMO level (alpha / beta)	-5.740 / -5.327	eV
multiplicity	5
charge	+1
HOMO-LUMO gap (alpha / beta)	6.668 / 7.352	eV
energy above the lowest of the compared OMol25 structures with the same formula, charge and spin	11.09	kcal/mol

Element x y z (Å)
1 Cr 2.3498 1.3888 0.3524
2 C -0.9081 1.1714 -0.2812
3 C 1.6338 -1.3442 -0.1144
4 O 2.6000 -0.5885 0.1997
5 O -2.3337 -0.4803 0.4669
6 C -2.2085 0.6473 -0.0293
7 Li -0.3882 -1.0460 0.6590
8 C 0.3323 1.3075 -0.3346
9 H 2.0234 -2.2861 -0.6010
10 H -3.1008 1.2301 -0.3174

---

DFT (the ωB97M-V functional and the def2-TZVPD basis) results for a cluster of 2 separate species, C5H16NO in total.

LUMO level (alpha / beta)	-7.067 / -14.633	eV
multiplicity	2
charge	+2
HOMO-LUMO gap (alpha / beta)	13.164 / 5.501	eV
energy above the lowest of the compared OMol25 structures with the same formula, charge and spin	8.79	kcal/mol

Element x y z (Å)
1 H -0.3114 -0.1014 2.0708
2 C -1.3256 1.0719 -0.1983
3 H -2.5448 -2.5019 0.0668
4 H -1.4757 0.0582 -0.6832
5 H 0.3975 -1.2277 -1.1808
6 C 0.0963 1.3503 0.0449
7 H 0.8619 -1.2621 2.1220
8 H -1.7918 1.8259 -0.8255
9 C 1.3069 -0.7979 -0.7508
10 N 0.2313 -0.7433 1.4953
11 H -0.3988 -1.4338 1.0513
12 C 0.7663 2.1184 -1.0406
13 H 1.9030 0.3381 0.9612
14 H 0.3687 3.1391 -1.1194
15 H 1.8196 2.2831 -0.8090
16 H 1.8017 -0.2644 -1.5539
17 H 1.9466 -1.6153 -0.3920
18 C 1.0027 0.0999 0.4277
19 H 0.5655 1.6394 -2.0149
20 H -1.9271 0.8870 0.7024
21 H 0.1590 1.9454 1.0262
22 O -1.5838 -2.3280 0.0132
23 H -1.2880 -3.0214 -0.6024

---

- The highest charge belongs to which entry?
  C5H16NO